{"formula": "C32H80O30Tl", "method": "ωB97M-V/def2-TZVPD", "species": ["Tl", "O", "O", "O", "O", "O", "O", "O", "O", "O", "O", "O", "O", "O", "O", "O", "O", "O", "O", "O", "O", "O", "O", "O", "O", "O", "O", "O", "O", "O", "O", "C", "C", "C", "C", "C", "C", "C", "C", "C", "C", "C", "C", "C", "C", "C", "C", "C", "C", "C", "C", "C", "C", "C", "C", "C", "C", "C", "C", "C", "C", "C", "C", "H", "H", "H", "H", "H", "H", "H", "H", "H", "H", "H", "H", "H", "H", "H", "H", "H", "H", "H", "H", "H", "H", "H", "H", "H", "H", "H", "H", "H", "H", "H", "H", "H", "H", "H", "H", "H", "H", "H", "H", "H", "H", "H", "H", "H", "H", "H", "H", "H", "H", "H", "H", "H", "H", "H", "H", "H", "H", "H", "H", "H", "H", "H", "H", "H", "H", "H", "H", "H", "H", "H", "H", "H", "H", "H", "H", "H", "H", "H", "H"], "coordinates": [[-11.7200, -16.0511, -2.3413], [-7.3206, -16.3140, -5.3775], [-4.6169, -11.2089, -0.6034], [-11.6134, -13.0417, -1.8717], [-9.2516, -5.9460, -2.6830], [-3.2892, -13.0808, -7.3400], [-12.1394, -7.4891, -1.2302], [-9.8243, -8.9746, -3.1508], [-13.7608, -9.3022, -5.6793], [-10.7833, -13.2442, -7.3878], [-10.4480, -11.9332, 2.3082], [-9.4098, -14.3663, -2.9940], [-7.2606, -11.9001, -6.7708], [-8.9557, -16.9971, -1.8122], [-6.9598, -4.4065, -1.1439], [-4.8170, -18.7710, -4.4290], [-16.3289, -11.8050, -3.4372], [-13.5115, -15.1841, -0.2331], [-10.8173, -18.8751, -2.6681], [-10.6721, -14.8457, 0.2511], [-5.2314, -8.8820, -2.3405], [-13.5890, -5.3255, -3.7545], [-7.8611, -5.3878, -7.0334], [-11.6706, -8.1079, -7.2003], [-9.0666, -9.6460, 1.5336], [-5.6199, -14.0643, -5.6370], [-14.1145, -11.9138, -1.3838], [-7.3687, -10.4407, -4.0909], [-8.0390, -7.4081, -4.9821], [-8.2963, -13.9298, 1.0139], [-6.9353, -15.1650, -1.5581], [-6.3508, -14.7275, -0.3530], [-9.6626, -10.2633, -3.1406], [-12.5735, -10.0621, -5.8631], [-12.9639, -14.3515, 0.7701], [-15.8677, -10.6883, -2.6284], [-8.6445, -6.2091, -1.4390], [-13.1902, -6.5239, -3.2124], [-5.7491, -18.1152, -5.2788], [-10.9402, -11.0561, 1.3624], [-7.7979, -7.8150, -6.2526], [-9.5517, -19.3429, -2.2780], [-8.2788, -12.8332, -6.9338], [-12.6146, -6.2861, -1.8252], [-11.6335, -14.8425, 1.2572], [-8.2606, -4.8308, -0.7663], [-9.8038, -10.3373, 0.6102], [-8.9040, -18.3272, -1.3736], [-6.5929, -17.1412, -4.4889], [-5.6801, -9.1415, -1.1106], [-10.7631, -12.3911, -2.5074], [-9.5123, -13.1580, -3.1374], [-8.3455, -6.7583, -7.2520], [-14.4246, -10.7970, -2.2882], [-3.3827, -14.3048, -6.7024], [-11.4992, -8.9530, -6.1149], [-9.7354, -12.2332, -7.1901], [-7.2096, -14.8823, 0.8827], [-8.4776, -10.9834, -3.6595], [-5.8786, -10.6311, -0.9413], [-4.2310, -14.3046, -5.4046], [-8.4141, -12.3752, -3.7043], [-10.7590, -10.9214, -2.6302], [-9.4269, -6.8588, -7.1593], [-12.5853, -10.7390, -6.7173], [-6.5972, -8.5947, -0.8914], [-11.4186, -19.6171, -2.7649], [-9.7856, -20.2372, -1.7005], [-11.0995, -12.0330, 3.0062], [-4.1461, -15.3056, -4.9819], [-9.6220, -11.4889, -7.9784], [-9.2538, -6.7377, -3.2259], [-2.3821, -14.6950, -6.5164], [-10.0172, -11.6598, -6.3070], [-6.0034, -13.7167, -0.5666], [-3.8318, -13.6597, -4.6217], [-8.9238, -19.6694, -3.1070], [-11.5596, -11.5652, 0.6240], [-14.4286, -15.3794, -0.0269], [-13.8400, -11.0186, -3.1810], [-11.4897, -8.4143, -5.1674], [-3.6114, -15.0748, -7.4392], [-11.5759, -7.8901, -1.8958], [-13.4518, -12.3596, -1.9164], [-6.5144, -10.7614, -0.0656], [-7.2574, -17.6637, -3.8008], [-7.8646, -18.5793, -1.1634], [-5.3588, -19.3479, -3.8856], [-5.3703, -15.1988, -0.2856], [-2.8435, -12.4945, -6.7242], [-16.3614, -12.6092, -2.9140], [-8.2110, -13.5939, -6.1561], [-14.0383, -7.2056, -3.1470], [-8.5432, -10.3375, 1.9453], [-10.2460, -9.6356, -0.0971], [-7.6044, -15.8940, 0.9753], [-5.6912, -13.2607, -6.1573], [-12.3169, -10.5884, -4.9437], [-13.3225, -5.8220, -1.1386], [-12.3759, -6.9930, -3.7646], [-6.9816, -15.4203, -5.2883], [-4.0019, -10.7066, -1.1428], [-7.5549, -12.8738, -4.1279], [-6.3339, -18.8458, -5.8376], [-13.6172, -14.2802, 1.6397], [-8.0791, -6.9393, -8.2933], [-8.2629, -8.2251, -4.5304], [-10.4896, -9.3411, -6.2498], [-11.7881, -5.6161, -2.0622], [-8.9066, -3.9924, -1.0270], [-8.1830, -8.8294, -6.3565], [-13.9998, -9.8595, -1.9292], [-7.8732, -13.1356, 1.3482], [-7.7750, -6.8466, -1.5999], [-8.1055, -5.2452, -6.1160], [-6.2833, -11.1080, -1.8340], [-11.4029, -8.6220, -7.9655], [-5.8554, -9.2512, -2.9697], [-7.5156, -14.4618, -1.8587], [-6.6214, -14.7534, 1.7913], [-5.9150, -16.5543, -3.8692], [-4.8417, -8.8607, -0.4731], [-12.6891, -13.4140, 0.2867], [-14.5310, -9.8746, -5.7080], [-7.9267, -13.4260, -7.7781], [-8.2750, -4.9936, 0.3114], [-5.2101, -17.5164, -6.0130], [-11.5245, -10.3499, 1.9524], [-7.5334, -11.4106, -5.9914], [-9.3539, -18.3473, -0.3810], [-8.0906, -16.5901, -1.7247], [-16.3630, -10.7396, -1.6588], [-13.4260, -5.3469, -4.7003], [-11.3033, -14.1729, 2.0514], [-9.2147, -11.0891, 0.0850], [-16.0648, -9.7615, -3.1672], [-11.6229, -15.8909, 1.5551], [-6.8847, -4.6394, -2.0722], [-9.8773, -14.4214, 0.5825], [-11.5865, -10.3115, -2.2991], [-10.8566, -13.3111, -8.3427], [-6.7091, -7.8401, -6.2088], [-9.3682, -6.7479, -0.8275]], "mulliken_charge": [0.94, -0.54, -0.60, -0.53, -0.38, -0.51, -0.50, 0.37, -0.55, -0.52, -0.54, -0.29, -0.71, -0.20, -0.36, -0.53, -0.55, -0.42, -0.45, 0.04, -0.61, -0.57, -0.54, -0.58, -0.61, -0.25, -0.45, -0.96, -0.51, -0.60, -0.23, -0.38, 0.18, 0.34, 0.05, -0.80, 0.02, 0.50, -0.71, 0.24, 0.14, -0.60, 0.26, -0.29, -0.50, -0.49, 0.60, -0.41, 0.80, -0.44, 0.23, -0.02, -0.68, 0.20, -0.89, 1.43, 0.10, -0.60, 0.41, 0.84, -0.38, -0.53, -0.41, 0.29, 0.51, -0.34, 0.26, 0.45, 0.34, 0.29, 0.42, 0.18, 0.47, -0.55, 0.13, 0.35, 0.28, -0.28, 0.24, 0.05, -1.16, 0.32, 0.07, 0.32, -0.09, -0.31, 0.35, 0.33, 0.33, 0.34, 0.30, -0.40, 0.05, 0.45, -0.43, 0.23, 0.32, -0.33, 0.43, -0.36, 0.26, 0.34, 1.46, 0.35, 0.50, 0.38, -0.05, -0.25, 0.03, 0.33, -0.03, 0.24, 0.19, 0.33, 0.32, -0.25, 0.41, 0.39, -0.17, 0.54, 0.14, 0.73, -0.31, 0.32, 0.76, 0.38, 0.30, 0.57, 0.21, 0.45, 0.03, 0.39, 0.37, 0.22, -0.10, 0.34, 0.36, 0.38, 0.02, 0.98, 0.35, 0.31, 0.20], "total_charge": 2, "multiplicity": 2, "lumo_ev": [-10.70, -10.61], "de_lowest_ev": 0.000, "orbital_gap_ev": [3.00, 2.76]}